309
Properties=species:S:1:pos:R:3:mulliken_charge:R:1 method="wB97M-V/def2-TZVPD" molar_mass_da=1724.4 lumo_ha=0.01454 charge=0 relative_energy_kj_mol=0.0 orbital_gap_ha=0.3192 homo_energy_ha=-0.3047 multiplicity=1
O -4.31608 4.74106 5.18021 0.130
H -4.04097 4.13363 5.86693 0.051
H -5.26517 4.80792 5.28507 -0.002
O -4.98200 3.34070 7.51381 -0.806
H -5.02191 2.40340 7.70384 0.407
H -5.85466 3.55623 7.18480 0.315
O -4.81491 6.06079 8.82443 -0.296
H -4.85056 5.22495 8.35931 0.131
H -4.24831 6.61189 8.28453 0.158
O -7.12176 4.07761 6.15316 1.981
H -7.91520 4.33542 6.62243 -0.441
H -7.43875 3.72300 5.32250 -0.415
O -5.20320 0.78135 8.36846 -0.728
H -5.52044 1.24996 9.14047 0.144
H -5.27259 -0.14383 8.60396 0.294
O -3.37837 7.12815 6.67924 -0.595
H -3.61799 6.52806 5.97304 0.225
H -2.84122 7.79673 6.25414 0.291
O -8.66755 3.21540 4.10628 0.699
H -8.91939 3.38884 3.19924 -0.079
H -9.44898 2.83028 4.50287 -0.469
C -9.04085 -1.04618 2.90222 -0.360
O -8.02360 -1.26345 1.98569 -0.368
C -6.70856 -1.13449 2.48360 -0.273
C -5.70898 -0.99727 1.33526 -0.759
N -5.51602 -2.28055 0.70420 -0.253
C -4.39708 -2.26025 -0.24675 -0.265
C -4.20324 -3.57873 -1.11431 -0.770
O -5.25536 -3.79089 -2.03087 -0.312
C -5.43670 -5.20980 -2.32225 -0.778
H -10.02779 -1.25723 2.49048 0.058
H -8.95165 -0.01422 3.24161 0.049
H -8.93599 -1.72758 3.74649 0.485
H -6.58052 -1.99054 3.14608 0.500
H -6.65629 -0.17428 2.99680 -0.025
H -4.79193 -0.63061 1.79642 0.406
H -6.13841 -0.25240 0.66528 0.313
H -6.31958 -2.74764 0.30897 0.300
H -3.46559 -2.09703 0.29526 0.044
H -4.45611 -1.40814 -0.92389 0.315
H -4.13087 -4.38107 -0.38006 0.389
H -3.26969 -3.50752 -1.67245 0.453
H -4.50776 -5.62083 -2.71751 0.312
H -6.22145 -5.38706 -3.05767 0.277
H -5.78053 -5.84398 -1.50512 0.314
C -2.78849 11.18770 9.23012 -0.662
O -3.98023 10.73603 9.68397 -0.336
C -4.03808 9.36731 9.98420 -0.396
C -5.48411 9.05761 10.51298 -0.729
N -5.58246 7.74495 11.03861 -0.215
C -6.93032 7.35128 11.47406 -0.506
C -6.84632 5.88385 12.02621 0.321
O -8.11627 5.23435 12.31761 -0.086
C -9.12792 6.05885 12.94634 -0.534
H -2.66778 10.89046 8.18840 0.145
H -1.94518 10.82626 9.81859 0.359
H -2.70454 12.27337 9.27868 0.258
H -3.35319 9.15482 10.80510 0.553
H -3.84208 8.80421 9.07173 0.000
H -6.24594 9.20115 9.74674 0.317
H -5.66959 9.69110 11.38038 0.417
H -5.23063 7.11339 10.33332 0.453
H -7.58584 7.32837 10.60351 0.047
H -7.22781 8.08812 12.22016 0.570
H -6.24638 5.70071 12.91763 0.534
H -6.28457 5.39292 11.23153 -0.693
H -9.87642 5.49071 13.49867 -0.228
H -9.56103 6.73992 12.21377 0.340
H -8.63816 6.72365 13.65786 0.399
C -13.02124 2.97097 8.85510 -0.757
O -13.08998 2.01564 9.94101 -0.034
C -14.32328 1.97674 10.71125 -0.560
C -14.11077 1.07258 11.96607 -0.987
N -13.60472 1.65979 13.25066 -0.452
C -12.37301 2.39457 12.89892 0.050
C -11.60051 3.04518 14.08619 -0.366
O -12.29662 4.23414 14.52758 -0.343
C -11.89501 4.63555 15.80698 -0.723
H -13.00432 3.99815 9.21941 0.496
H -13.94514 2.91206 8.27974 0.421
H -12.20241 2.75288 8.16949 -0.178
H -15.09138 1.60971 10.03051 0.531
H -14.59422 2.98692 11.01823 0.325
H -13.53256 0.19202 11.68607 0.282
H -15.07247 0.62542 12.21761 0.458
H -14.29502 2.29755 13.62058 0.344
H -12.50611 3.12627 12.10205 0.159
H -11.66327 1.60914 12.63915 -0.182
H -10.60995 3.28178 13.69772 0.055
H -11.54679 2.38596 14.95258 0.575
H -12.04561 3.82553 16.52062 0.321
H -12.36702 5.48597 16.29903 0.287
H -10.89862 5.06767 15.71440 0.236
C 0.05171 4.70871 0.26548 -0.344
O -0.68540 5.12113 -0.89373 -0.398
C -0.78153 6.52879 -0.96080 0.291
C -1.83685 6.76333 -2.08157 -1.195
N -3.12802 6.26238 -1.72533 -0.417
C -3.99094 7.08364 -0.81230 -0.131
C -5.05835 6.20464 -0.11607 -0.268
O -4.48126 5.11730 0.63614 -0.449
C -5.35404 4.41425 1.49537 -0.345
H 0.41133 3.68180 0.33055 0.043
H -0.54470 4.83868 1.16853 0.121
H 0.97510 5.28735 0.24040 0.328
H 0.16047 6.95054 -1.31133 0.532
H -1.02624 7.10159 -0.06631 -0.200
H -1.53296 6.39474 -3.06131 0.370
H -1.97063 7.80169 -2.38490 0.428
H -2.90372 5.45756 -1.15783 0.364
H -4.43891 7.87554 -1.41256 0.336
H -3.29984 7.49151 -0.07465 -0.112
H -5.71936 5.70445 -0.82388 0.564
H -5.63798 6.86221 0.53180 0.050
H -6.16213 3.94555 0.93376 0.264
H -5.69862 5.05194 2.30945 0.030
H -4.80955 3.59085 1.95757 0.153
C -8.89834 4.68212 0.68660 -0.788
O -8.91009 3.50372 1.47672 0.342
C -8.75847 2.25722 0.71352 -1.056
C -10.16352 1.59151 0.68412 0.537
N -10.87636 1.89820 -0.52778 -0.289
C -12.20296 1.21373 -0.51741 -0.502
C -12.03005 -0.22676 -1.13815 -0.435
O -13.35072 -0.81322 -1.31838 -0.328
C -13.32601 -1.92598 -2.20030 -0.788
H -8.96597 5.55119 1.34100 -0.039
H -9.75113 4.61871 0.01070 0.288
H -8.01909 4.69954 0.04262 0.264
H -7.90949 1.78610 1.20888 -0.005
H -8.30897 2.41566 -0.26676 0.526
H -10.70532 1.94080 1.56306 -0.470
H -9.93281 0.52651 0.70969 0.220
H -10.82928 2.88579 -0.73401 0.276
H -12.86708 1.70900 -1.22576 0.492
H -12.75266 1.24828 0.42319 0.092
H -11.42504 -0.85253 -0.48205 0.232
H -11.50299 -0.08431 -2.08156 0.355
H -14.34781 -2.18860 -2.47428 0.286
H -12.81387 -2.82646 -1.86125 0.297
H -12.89921 -1.68488 -3.17385 0.333
C -12.28928 1.75137 3.98547 -0.905
O -11.20591 2.66414 3.84333 0.343
C -11.64326 3.95134 3.34327 0.417
C -12.43819 4.78424 4.39839 -1.399
N -11.85183 4.72792 5.73496 -0.148
C -10.92618 5.91880 5.98454 -0.012
C -10.21878 5.82709 7.33816 -1.410
O -9.43734 4.59084 7.52107 1.384
C -8.89742 4.56805 8.80922 -0.905
H -12.60308 1.28811 3.05004 -0.071
H -13.09916 2.05654 4.64808 0.358
H -11.95847 0.88602 4.55979 0.150
H -12.19437 3.84045 2.40942 0.685
H -10.73796 4.50658 3.09783 -0.776
H -13.38251 4.24119 4.43654 0.405
H -12.62719 5.83463 4.17689 0.450
H -11.29639 3.90471 5.91912 -0.254
H -11.53884 6.80748 5.83292 0.325
H -10.17940 5.78390 5.20209 -0.089
H -10.84583 5.93947 8.22263 0.585
H -9.60493 6.72771 7.35188 0.146
H -9.68960 4.48699 9.55353 0.429
H -8.29679 5.45288 9.01997 -0.020
H -8.30132 3.66418 8.93484 -0.529
C 1.18024 10.51690 0.66146 -0.803
O 0.40509 9.36303 1.09039 -0.208
C 0.65985 8.97189 2.40323 -0.766
C -0.17607 7.75819 2.79555 -0.203
N -1.58079 8.15625 2.80590 -0.167
C -2.62695 7.14499 3.01437 -0.733
C -3.99017 7.82858 3.10445 0.134
O -4.18996 8.63784 1.95722 -0.285
C -5.35749 9.30579 2.03239 -0.398
H 0.71869 11.40488 1.09340 0.234
H 1.14587 10.61966 -0.42314 0.252
H 2.25366 10.52913 0.85045 0.348
H 0.60996 9.84156 3.05843 0.231
H 1.67794 8.58560 2.35458 0.504
H 0.20443 7.43783 3.76544 0.521
H 0.01381 7.05575 1.98399 -0.163
H -1.74747 8.61708 1.92275 0.408
H -2.54718 6.58576 3.94657 0.535
H -2.68780 6.51040 2.13024 0.029
H -4.11629 8.36096 4.04719 0.362
H -4.64781 6.96059 3.15133 -0.311
H -5.42741 9.85363 2.97211 -0.195
H -6.15564 8.56369 2.05060 0.211
H -5.47811 9.99770 1.19884 0.316
C -12.92979 -2.22778 4.72546 -0.808
O -12.63307 -1.34844 5.76325 -0.030
C -13.17880 -1.79006 6.97726 -1.406
C -12.73608 -0.98991 8.15973 0.385
N -11.32931 -1.37846 8.51838 -0.416
C -10.72302 -0.37188 9.32562 -0.234
C -10.21353 0.73246 8.37683 1.249
O -9.13455 0.17613 7.59745 -0.714
C -8.48275 1.05087 6.65773 0.181
H -13.95374 -2.45609 4.42968 0.372
H -12.62655 -3.21987 5.05999 0.397
H -12.39720 -1.92067 3.82539 0.053
H -13.15573 -2.86374 7.16375 0.498
H -14.23477 -1.55476 6.84436 0.498
H -13.44241 -1.22373 8.95631 0.329
H -12.93535 0.07927 8.08743 -0.238
H -10.90382 -1.29004 7.60665 0.384
H -9.88917 -0.76709 9.90579 0.024
H -11.37161 -0.01732 10.12670 -0.356
H -9.87026 1.55876 8.99932 0.032
H -10.99210 1.04490 7.68091 -0.150
H -7.74826 0.58864 5.99821 0.348
H -8.09763 1.96602 7.10749 -0.116
H -9.24224 1.41608 5.96643 -0.568
C -2.27129 2.85215 14.11667 -0.781
O -3.25734 2.33080 13.20101 -0.380
C -3.84122 3.29699 12.27519 -0.611
C -4.37963 2.74226 10.93238 -0.244
N -5.52152 1.84250 10.96768 -0.347
C -6.79126 2.50937 11.38232 0.801
C -8.01512 1.53005 11.56468 -0.572
O -7.91500 0.76382 12.77472 -0.438
C -8.92841 -0.19364 12.91894 -0.328
H -1.38973 3.20677 13.58263 0.329
H -1.93111 2.04207 14.76178 0.267
H -2.67761 3.60173 14.79574 0.295
H -2.99751 3.95130 12.05580 0.661
H -4.62097 3.78232 12.86216 -0.005
H -3.49545 2.31364 10.46055 0.475
H -4.54395 3.62207 10.31027 -0.161
H -5.17610 1.12538 11.58939 0.354
H -6.98181 3.36302 10.73187 -0.766
H -6.71675 3.02069 12.34206 0.333
H -8.00053 0.87869 10.69082 0.359
H -8.96419 2.06611 11.56575 0.273
H -8.99314 -0.77760 12.00084 0.241
H -9.88627 0.28727 13.11725 -0.052
H -8.74484 -0.93007 13.70129 0.338
C -9.69828 15.51699 4.83550 -0.735
O -10.52335 14.38045 4.96647 -0.378
C -9.87573 13.18149 4.79210 -0.610
C -10.76368 12.01579 5.33482 0.026
N -11.85582 11.72638 4.43365 -0.357
C -12.41228 10.39559 4.64100 -0.945
C -11.72794 9.31891 3.82033 -0.534
O -10.51706 8.98912 4.51104 -0.047
C -9.65016 8.15381 3.64695 -1.285
H -10.31184 16.41518 4.90555 0.261
H -9.27558 15.38131 3.84000 0.313
H -8.92904 15.45760 5.60546 0.279
H -8.96024 13.23624 5.38114 0.246
H -9.49890 12.98735 3.78790 0.343
H -11.02712 12.21237 6.37408 0.241
H -10.08358 11.16480 5.37183 0.095
H -12.61689 12.35693 4.64171 0.243
H -13.43492 10.38185 4.26401 0.550
H -12.48123 10.22219 5.71491 0.343
H -11.50661 9.68972 2.81952 0.499
H -12.36645 8.44604 3.68431 0.268
H -8.82829 7.76716 4.24956 0.196
H -9.21126 8.81595 2.90059 0.592
H -10.16808 7.31480 3.18229 0.483
C -4.71255 1.25091 4.62478 -0.744
O -3.85820 0.44007 3.84720 -0.082
C -2.90674 -0.34533 4.61678 -0.747
C -2.30956 -1.45466 3.73566 -0.637
N -1.22645 -0.97928 2.83121 -0.285
C -0.56554 -2.02741 2.08008 -0.278
C 0.63371 -1.44921 1.28525 -0.774
O 0.15052 -0.89561 0.07298 -0.326
C 0.94464 0.20192 -0.41694 -0.616
H -5.26347 0.64586 5.34485 0.210
H -5.39537 1.81641 3.99070 0.007
H -4.08456 1.91757 5.21580 0.608
H -3.38730 -0.77307 5.49667 0.383
H -2.06353 0.28386 4.90176 0.340
H -3.07293 -1.98267 3.16419 0.240
H -1.87586 -2.17366 4.43067 0.406
H -1.51823 -0.15797 2.32090 0.246
H -1.31688 -2.40105 1.38439 0.032
H -0.14150 -2.79710 2.72495 0.367
H 1.36656 -2.21152 1.02085 0.440
H 1.17621 -0.72724 1.89561 0.426
H 0.84490 0.92072 0.39637 0.194
H 0.57037 0.59347 -1.36282 0.248
H 1.98757 -0.08040 -0.56077 0.307
C -1.21762 11.98679 3.13214 -0.409
O -1.86271 13.23771 3.54639 -0.459
C -3.25152 13.05514 3.72912 -0.608
C -3.71894 12.26314 5.00214 -0.323
N -5.18179 12.16294 4.96436 -0.270
C -5.62969 11.35979 6.15862 -0.570
C -6.98904 10.72229 5.88989 0.574
O -7.50137 9.92721 6.96249 -0.478
C -6.80733 8.70332 7.17822 0.009
H -0.19195 12.02243 3.49933 0.256
H -1.32660 11.89008 2.05193 0.242
H -1.66396 11.07457 3.52805 0.161
H -3.63004 12.58243 2.82283 0.345
H -3.63373 14.07566 3.75293 0.357
H -3.46234 12.82508 5.90018 0.306
H -3.21936 11.29631 5.06346 0.205
H -5.60130 13.07898 5.03484 0.293
H -5.64841 12.02107 7.02491 0.452
H -4.90228 10.57259 6.35682 0.251
H -6.99101 10.11001 4.98811 0.284
H -7.64766 11.56926 5.69761 -0.919
H -5.92849 8.83768 7.80885 -0.297
H -6.47429 8.21021 6.26497 0.358
H -7.51250 8.05472 7.69798 0.228